No. 1
{
  "formula": "C37H31Cl5N3O4ReS2",
  "method": "ωB97M-V/def2-TZVPD",
  "molar_mass_da": 1009.278,
  "gap_ev": [6.74, 5.68],
  "spin_multiplicity": 4,
  "e_above_lowest_kcal_mol": 58.94,
  "homo_energy_ev": [-9.63, -8.71],
  "s_squared": 3.7764,
  "total_charge": 1,
  "symbols": ["Re", "O", "S", "O", "N", "C", "C", "C", "C", "C", "C", "C", "C", "N", "C", "C", "C", "C", "C", "C", "C", "H", "H", "H", "H", "H", "H", "H", "H", "H", "H", "H", "Cl", "C", "C", "Cl", "C", "Cl", "C", "O", "C", "Cl", "C", "Cl", "O", "S", "C", "C", "C", "C", "H", "H", "H", "H", "H", "H", "H", "H", "C", "C", "C", "C", "C", "C", "H", "H", "H", "H", "H", "C", "C", "C", "C", "N", "C", "C", "H", "H", "H", "H", "H", "H", "H"],
  "xyz": [[-0.358, -1.211, -0.714], [-0.484, 2.202, 0.084], [0.909, 1.877, -0.011], [1.780, 2.364, 1.003], [1.051, 0.293, -0.306], [2.343, -0.226, -0.235], [3.490, 0.559, -0.302], [4.747, -0.113, -0.148], [4.831, -1.377, 0.219], [3.656, -2.114, 0.407], [3.663, -3.497, 0.795], [2.510, -4.289, 0.750], [1.334, -3.652, 0.326], [1.266, -2.359, -0.006], [2.423, -1.582, 0.070], [1.425, 2.700, -1.539], [0.937, 2.310, -2.705], [1.264, 3.007, -3.888], [2.023, 4.217, -3.823], [2.419, 4.634, -2.546], [2.172, 3.844, -1.433], [3.379, 1.593, -0.578], [5.694, 0.462, -0.186], [5.759, -1.933, 0.291], [4.619, -3.882, 1.184], [2.554, -5.356, 0.890], [0.399, -4.212, 0.103], [0.227, 1.489, -2.743], [0.882, 2.689, -4.817], [2.180, 4.856, -4.689], [3.054, 5.496, -2.422], [2.476, 4.222, -0.464], [-6.551, 2.641, 0.852], [-5.201, 1.813, 0.132], [-4.816, 0.587, 0.682], [-5.647, -0.032, 2.084], [-3.759, -0.185, 0.182], [-3.343, -1.724, 0.832], [-3.019, 0.334, -0.900], [-1.993, -0.326, -1.429], [-3.406, 1.552, -1.475], [-2.469, 2.069, -2.786], [-4.503, 2.329, -0.965], [-5.049, 3.770, -1.757], [-0.961, -2.993, -1.638], [-1.703, -3.145, -2.953], [-3.400, -2.500, -3.017], [-3.606, -2.349, -4.595], [-2.402, -1.459, -5.029], [-1.137, -1.943, -4.291], [-3.380, -1.507, -2.534], [-4.083, -3.224, -2.503], [-4.533, -1.766, -4.688], [-3.582, -3.359, -5.071], [-2.614, -0.436, -4.758], [-2.146, -1.490, -6.124], [-0.521, -1.149, -3.797], [-0.587, -2.573, -4.928], [2.363, -3.353, 4.306], [1.014, -3.338, 4.640], [0.262, -2.194, 4.398], [0.970, -1.055, 3.915], [2.290, -1.078, 3.700], [3.003, -2.219, 3.828], [2.946, -4.247, 4.273], [0.463, -4.227, 4.935], [-0.791, -2.168, 4.533], [2.745, -0.193, 3.289], [3.986, -2.193, 3.455], [-1.469, 3.909, 2.465], [-0.933, 2.598, 3.014], [-1.550, 1.411, 2.602], [-0.869, 0.240, 2.902], [0.246, 0.206, 3.656], [0.800, 1.322, 4.099], [0.257, 2.519, 3.777], [-1.441, 4.747, 3.167], [-2.548, 3.762, 2.216], [-0.895, 4.186, 1.560], [-2.376, 1.390, 1.966], [-1.217, -0.708, 2.526], [1.682, 1.348, 4.669], [0.850, 3.390, 4.020]],
  "forces_ev_per_a": [[0.7, -0.1, -0.2], [-0.6, -0.5, 0.2], [-0.8, 0.9, -2.5], [0.6, -0.1, 1.3], [-0.7, 0.1, 0.4], [0.3, 1.8, 0.3], [0.2, -1.9, -0.4], [0.5, 3.7, -0.2], [0.3, -2.4, 0.7], [-0.4, -2.4, 0.0], [-0.2, -0.2, 0.3], [1.3, 1.5, -0.4], [-1.1, 0.1, -1.1], [1.1, 0.3, 0.6], [-0.5, -1.1, 0.0], [0.6, 0.3, 3.1], [-1.0, -0.8, -3.6], [0.8, 1.6, 1.3], [-1.2, -1.3, 0.9], [0.6, -0.6, -0.6], [0.3, 1.3, 0.3], [0.6, 0.0, 0.1], [-0.8, -0.2, -0.4], [0.1, 0.4, 0.2], [-0.5, -0.1, -0.5], [-0.1, 0.0, 0.3], [0.8, 0.4, 0.5], [0.3, -0.1, -0.1], [-0.4, -0.4, -0.9], [0.1, -0.4, 0.1], [-0.2, 0.4, 0.0], [0.2, -0.3, 0.0], [0.4, 0.0, -0.4], [-0.1, 0.1, 0.2], [0.1, -0.8, 0.6], [0.1, 0.2, -0.3], [-0.4, 1.1, -0.5], [-0.1, 0.1, 0.0], [0.4, -0.4, 0.2], [-0.4, 0.4, 0.1], [-1.3, 0.8, 1.0], [0.1, 0.5, -0.6], [0.7, -1.2, -0.5], [0.4, -0.5, 0.3], [-0.3, 0.7, 0.8], [-0.6, -0.5, -1.9], [-0.1, 0.0, -0.3], [0.8, 0.1, 1.5], [0.5, -0.6, -0.5], [-0.7, 0.7, 1.7], [-0.3, -0.6, -0.3], [0.6, 0.7, -0.5], [0.1, -0.7, -0.5], [-0.4, 0.9, 0.2], [-0.1, 0.3, 0.1], [-0.7, 0.0, 1.0], [-0.5, -0.7, -0.5], [1.1, -0.6, -0.7], [0.5, 0.1, -0.4], [-0.7, 0.1, -0.6], [1.8, 1.1, -0.6], [-3.5, -0.6, 0.9], [0.8, 1.7, -1.0], [-0.8, -1.1, 0.6], [0.0, -0.7, 0.4], [0.4, 0.0, 0.1], [-0.7, 0.0, 0.2], [0.3, 0.2, -0.1], [1.2, -0.4, 0.0], [-0.7, -0.3, 0.1], [0.1, 0.8, -0.4], [2.8, -0.3, 1.6], [-0.9, -0.1, -0.1], [0.3, -1.6, -0.1], [-0.6, 1.4, -0.3], [-0.9, 0.8, -0.8], [0.3, -0.2, 0.1], [0.9, 0.2, -0.1], [-0.4, -0.3, 0.4], [-1.2, 0.0, -0.8], [0.1, -0.2, 0.0], [1.0, -0.8, 0.6], [-0.4, 0.2, 0.1]]
}

***

No. 2
{
  "formula": "C37H31Cl92NOSi",
  "method": "ωB97M-V/def2-TZVPD",
  "molar_mass_da": 3795.423,
  "gap_ev": 9.28,
  "spin_multiplicity": 1,
  "homo_energy_ev": -9.42,
  "total_charge": 0,
  "symbols": ["C", "O", "C", "C", "C", "C", "C", "C", "C", "C", "C", "C", "Si", "C", "C", "C", "N", "H", "H", "H", "H", "H", "H", "H", "H", "H", "H", "H", "H", "H", "H", "H", "H", "H", "H", "H", "H", "H", "H", "H", "H", "H", "H", "H", "H", "H", "H", "H", "C", "Cl", "Cl", "Cl", "Cl", "C", "Cl", "Cl", "Cl", "Cl", "C", "Cl", "Cl", "Cl", "Cl", "C", "Cl", "Cl", "Cl", "Cl", "C", "Cl", "Cl", "Cl", "Cl", "C", "Cl", "Cl", "Cl", "Cl", "C", "Cl", "Cl", "Cl", "Cl", "C", "Cl", "Cl", "Cl", "Cl", "C", "Cl", "Cl", "Cl", "Cl", "C", "Cl", "Cl", "Cl", "Cl", "C", "Cl", "Cl", "Cl", "Cl", "C", "Cl", "Cl", "Cl", "Cl", "C", "Cl", "Cl", "Cl", "Cl", "C", "Cl", "Cl", "Cl", "Cl", "C", "Cl", "Cl", "Cl", "Cl", "C", "Cl", "Cl", "Cl", "Cl", "C", "Cl", "Cl", "Cl", "Cl", "C", "Cl", "Cl", "Cl", "Cl", "C", "Cl", "Cl", "Cl", "Cl", "C", "Cl", "Cl", "Cl", "Cl", "C", "Cl", "Cl", "Cl", "Cl", "C", "Cl", "Cl", "Cl", "Cl", "C", "Cl", "Cl", "Cl", "Cl"],
  "xyz": [[-1.280, -3.405, 3.932], [-0.730, -2.352, 3.188], [-1.539, -1.902, 2.126], [-0.961, -2.271, 0.734], [-2.040, -3.005, -0.060], [-1.790, -4.494, -0.253], [-1.293, -5.260, 0.974], [-0.353, -6.397, 0.525], [1.118, -6.025, 0.313], [1.897, -5.965, 1.629], [2.460, -4.579, 1.876], [3.600, -4.338, 0.837], [3.467, -2.707, -0.075], [4.788, -2.658, -1.437], [4.254, -2.347, -2.807], [3.075, -1.470, -3.005], [4.758, -2.848, -3.834], [-0.570, -4.215, 3.956], [-1.467, -3.119, 4.954], [-2.190, -3.801, 3.515], [-2.573, -2.180, 2.224], [-1.521, -0.827, 2.170], [-0.131, -2.922, 0.860], [-0.706, -1.371, 0.196], [-3.021, -2.836, 0.337], [-2.066, -2.579, -1.048], [-1.148, -4.712, -1.084], [-2.744, -4.918, -0.514], [-2.114, -5.732, 1.483], [-0.728, -4.654, 1.659], [-0.341, -7.109, 1.334], [-0.756, -6.867, -0.352], [1.550, -6.838, -0.247], [1.247, -5.135, -0.282], [2.764, -6.595, 1.551], [1.319, -6.357, 2.447], [2.950, -4.566, 2.829], [1.688, -3.832, 1.837], [3.614, -5.085, 0.062], [4.540, -4.322, 1.373], [2.118, -2.565, -0.628], [3.714, -1.623, 0.892], [5.228, -3.633, -1.507], [5.539, -1.959, -1.119], [3.165, -1.053, -3.986], [3.061, -0.687, -2.280], [2.177, -2.056, -2.971], [5.531, -3.442, -3.556], [7.917, -4.418, 0.739], [9.536, -4.829, 1.339], [6.670, -5.138, 1.767], [7.744, -2.648, 0.772], [7.744, -5.026, -0.905], [6.635, 2.099, -1.307], [6.935, 1.938, -3.036], [4.896, 2.160, -1.018], [7.309, 0.684, -0.478], [7.398, 3.571, -0.710], [1.236, 0.569, 4.650], [1.522, -1.111, 5.102], [2.164, 0.961, 3.202], [-0.483, 0.802, 4.329], [1.760, 1.608, 5.974], [8.393, -7.753, 4.929], [6.837, -8.397, 4.394], [9.481, -9.088, 5.317], [9.088, -6.771, 3.638], [8.152, -6.753, 6.364], [-2.272, 1.574, -1.380], [-3.163, 0.131, -1.867], [-0.990, 1.913, -2.556], [-3.375, 2.947, -1.276], [-1.529, 1.286, 0.194], [-4.935, 2.538, -5.277], [-3.260, 2.266, -4.795], [-6.000, 1.689, -4.152], [-5.272, 4.270, -5.228], [-5.162, 1.900, -6.920], [1.035, 1.840, 9.993], [0.090, 2.712, 11.198], [2.336, 2.876, 9.393], [1.716, 0.381, 10.733], [0.021, 1.369, 8.635], [4.516, 6.074, -3.102], [6.019, 6.237, -4.016], [4.785, 6.533, -1.423], [3.280, 7.150, -3.776], [3.939, 4.409, -3.215], [3.067, 8.931, 1.547], [4.579, 8.063, 1.826], [2.621, 8.853, -0.157], [1.788, 8.212, 2.531], [3.285, 10.620, 2.009], [6.798, 9.953, 4.607], [7.473, 8.585, 3.711], [7.809, 10.292, 6.012], [6.754, 11.370, 3.556], [5.158, 9.568, 5.137], [-2.457, 4.009, 6.311], [-3.027, 2.351, 6.513], [-2.058, 4.299, 4.615], [-3.728, 5.130, 6.800], [-1.005, 4.245, 7.299], [-6.558, 0.187, 6.399], [-4.878, -0.223, 6.760], [-7.622, -0.664, 7.519], [-6.786, 1.928, 6.574], [-6.936, -0.294, 4.743], [-9.421, 4.004, -5.999], [-10.933, 3.608, -6.816], [-9.608, 3.762, -4.261], [-8.128, 2.969, -6.601], [-9.010, 5.694, -6.313], [-12.249, 8.458, -4.520], [-13.766, 8.059, -5.325], [-12.425, 8.190, -2.780], [-10.956, 7.426, -5.147], [-11.851, 10.154, -4.815], [-0.143, -7.421, -3.699], [-0.116, -7.642, -5.451], [-1.813, -7.276, -3.143], [0.614, -8.811, -2.918], [0.744, -5.953, -3.291], [-3.520, 4.764, 11.529], [-4.451, 3.281, 11.750], [-4.612, 6.151, 11.525], [-2.360, 4.932, 12.853], [-2.654, 4.689, 9.996], [5.626, 7.366, -7.799], [7.084, 6.373, -7.705], [5.113, 7.498, -9.483], [4.348, 6.620, -6.844], [5.970, 8.975, -7.160], [-4.428, -7.674, -6.383], [-4.419, -7.823, -8.143], [-6.094, -7.542, -5.813], [-3.679, -9.105, -5.673], [-3.529, -6.228, -5.918], [-1.834, -2.784, -7.455], [-2.809, -1.846, -6.319], [-0.553, -1.765, -8.112], [-1.118, -4.166, -6.620], [-2.858, -3.367, -8.770], [-7.128, -0.462, -10.027], [-8.596, -1.235, -10.630], [-5.952, -1.697, -9.570], [-6.443, 0.568, -11.286], [-7.515, 0.520, -8.613], [-17.737, 7.409, -3.965], [-16.088, 7.192, -3.383], [-18.860, 6.533, -2.920], [-18.142, 9.127, -3.955], [-17.861, 6.786, -5.614], [6.266, 0.932, 9.074], [6.241, -0.152, 7.680], [7.607, 0.495, 10.137], [6.470, 2.594, 8.519], [4.742, 0.795, 9.949], [11.656, -4.266, -2.617], [11.679, -5.928, -2.020], [12.866, -4.078, -3.887], [10.057, -3.899, -3.264], [12.016, -3.160, -1.289]],
  "forces_ev_per_a": [[0.4, -0.3, 0.2], [-0.4, -0.1, 0.0], [1.5, 0.8, -0.7], [-2.1, -0.1, 0.6], [0.9, -0.2, -1.0], [-0.6, 0.0, 1.0], [0.8, -0.7, -1.2], [0.1, 0.7, 0.7], [-0.5, -0.9, 0.4], [0.1, 0.7, -0.4], [0.9, -0.7, -0.7], [-0.8, 1.3, 0.4], [0.5, -0.4, 0.4], [-1.4, 0.1, 0.3], [0.0, 0.2, 0.7], [0.5, 0.1, -0.2], [0.6, -0.7, -1.3], [0.4, -0.5, 0.1], [-0.1, 0.4, 0.5], [-0.5, 0.0, -0.3], [-0.5, -0.5, 0.2], [-0.1, 0.6, 0.2], [1.0, -0.2, 0.1], [0.5, 0.2, 0.0], [-0.6, 0.1, 0.4], [-0.2, 0.2, -0.6], [0.6, 0.2, -0.5], [-0.4, -0.4, -0.4], [-0.5, 0.1, 0.5], [0.0, 0.4, 0.4], [-0.1, -0.7, 0.1], [-0.3, -0.4, -0.5], [0.2, -0.3, -0.6], [0.0, 0.5, -0.2], [0.4, -0.6, 0.0], [-0.5, 0.0, 0.5], [-0.1, 0.3, 0.8], [-0.4, 0.5, 0.1], [0.1, -0.6, -0.2], [0.0, -0.1, -0.3], [-0.3, 0.0, -0.1], [-0.1, 0.3, 0.0], [0.5, -0.5, 0.2], [0.5, 0.5, 0.0], [-0.1, 0.3, -0.6], [-0.3, 0.6, 0.6], [-0.6, -0.2, 0.2], [0.3, -0.2, -0.2], [0.1, 0.1, 0.2], [-0.1, 0.2, -0.3], [0.6, -0.1, 0.0], [0.0, -0.2, -0.1], [0.0, 0.0, 0.1], [0.0, -0.2, -0.1], [0.0, 0.0, -0.1], [0.0, -0.1, 0.2], [0.0, 0.1, 0.0], [0.0, 0.0, 0.0], [0.1, -0.2, 0.0], [0.1, -0.1, 0.0], [0.0, 0.0, -0.1], [0.0, 0.1, 0.1], [0.1, 0.2, -0.2], [0.1, 0.0, 0.0], [0.0, 0.0, 0.0], [0.0, 0.0, 0.0], [0.0, -0.2, 0.2], [0.0, 0.0, 0.0], [0.0, 0.0, 0.0], [0.0, 0.0, 0.0], [0.1, 0.0, 0.1], [0.0, 0.0, 0.0], [0.0, 0.1, 0.1], [0.2, -0.1, -0.1], [0.0, 0.0, -0.1], [0.0, 0.0, 0.0], [0.0, 0.0, 0.0], [0.1, 0.1, 0.3], [0.0, -0.1, 0.0], [0.0, 0.0, 0.0], [-0.2, 0.2, 0.0], [-0.1, 0.0, 0.1], [-0.3, -0.2, 0.4], [-0.1, 0.1, -0.1], [0.1, 0.0, 0.2], [0.1, -0.2, 0.0], [-0.1, 0.1, 0.1], [0.0, 0.2, -0.1], [-0.1, 0.1, 0.0], [0.0, -0.1, -0.1], [-0.1, 0.0, 0.0], [0.0, 0.0, 0.0], [0.0, 0.1, 0.0], [-0.1, 0.0, 0.0], [0.1, 0.0, 0.1], [0.0, 0.0, 0.0], [0.0, 0.0, 0.0], [0.0, 0.0, 0.0], [0.1, 0.0, -0.1], [0.0, 0.1, 0.0], [0.0, 0.0, 0.0], [0.0, 0.0, 0.0], [-0.1, 0.2, -0.2], [0.0, 0.1, 0.0], [0.0, -0.2, 0.0], [0.0, 0.0, 0.0], [0.0, 0.0, 0.0], [0.0, 0.0, 0.0], [-0.1, -0.1, 0.0], [0.0, 0.0, 0.0], [0.0, 0.0, 0.0], [-0.2, 0.1, 0.0], [0.5, -0.3, -0.3], [0.0, 0.0, -0.1], [0.3, 0.1, -0.2], [0.0, 0.0, 0.0], [-0.5, 0.3, 0.3], [0.0, 0.0, 0.0], [-0.1, 0.0, 0.0], [0.0, 0.0, 0.0], [0.1, 0.0, 0.1], [0.0, 0.0, 0.0], [0.0, 0.1, 0.0], [0.0, 0.0, 0.0], [0.0, 0.0, 0.0], [0.0, 0.0, 0.0], [0.0, 0.0, 0.0], [0.0, 0.0, 0.2], [0.0, 0.0, 0.0], [0.0, 0.0, 0.0], [0.0, 0.0, 0.0], [-0.1, 0.0, -0.3], [0.0, 0.0, 0.0], [0.0, 0.0, 0.0], [0.0, 0.0, 0.0], [0.0, 0.0, 0.0], [0.0, 0.0, 0.0], [-0.2, -0.1, -0.1], [0.0, 0.0, 0.0], [0.0, 0.0, 0.0], [0.0, 0.0, 0.0], [0.2, 0.1, 0.0], [0.0, 0.0, 0.0], [0.0, -0.1, 0.0], [0.0, 0.0, 0.0], [0.0, 0.0, 0.0], [0.0, 0.0, 0.0], [-0.2, -0.1, -0.2], [0.0, 0.0, 0.1], [-0.3, -0.1, 0.2], [0.0, 0.0, 0.0], [0.0, 0.0, 0.0], [0.0, 0.0, 0.0], [0.0, -0.1, 0.0], [0.0, 0.0, 0.0], [0.0, 0.0, 0.0], [0.0, 0.1, 0.0], [0.3, -0.2, 0.0], [0.0, 0.0, 0.0], [0.0, 0.0, 0.0], [0.0, 0.0, 0.0], [0.0, 0.1, -0.1], [0.0, 0.0, 0.0]]
}